A structure of composition C35H35Cl2N7O4Os. Source: the Open Molecules 2025 dataset; level of theory: ωB97M-V with the def2-TZVPD basis set.

Values from the calculation:
<S²>: 6.022
Kohn-Sham gap (spin up / spin down): 6.80 / 4.89 eV
Electronic energy: -82984.369 eV

```
! RIJCOSX wB97M-V def2-TZVPD def2/J DEFGRID3
* xyz 2 5
Os -0.02620 -0.60923 0.85819
Cl -2.05186 3.49779 3.21538
C -0.56913 2.66814 3.55727
C 0.20426 3.08661 4.65882
C 1.38160 2.47099 4.96652
Cl 2.32067 3.01999 6.30747
C 1.83402 1.38378 4.18203
C 3.03604 0.66950 4.38553
C 3.36431 -0.37157 3.55913
C 2.49175 -0.72635 2.52417
N 1.36278 -0.07228 2.31456
C 1.02406 0.98697 3.10649
C -0.18371 1.62864 2.74372
O -0.85445 1.19536 1.68242
H -0.14184 3.91574 5.26119
H 3.69146 0.95707 5.19695
H 4.28242 -0.92540 3.69094
H 2.70014 -1.56316 1.86833
C -2.07288 -2.36974 4.34958
C -1.31976 -1.50471 3.55139
N -1.29358 -1.61146 2.23028
C -2.04788 -2.58090 1.63755
C -2.81723 -3.48659 2.35653
C -2.80517 -3.36761 3.75924
C -3.56687 -4.48806 1.64420
C -3.51803 -4.55940 0.29869
C -2.73117 -3.62497 -0.46243
C -2.62974 -3.65252 -1.86506
C -1.87213 -2.70519 -2.50932
C -1.20234 -1.74132 -1.75833
N -1.26700 -1.69905 -0.43503
C -2.02118 -2.63550 0.20967
H -2.05383 -2.24589 5.42292
H -0.73506 -0.70679 3.98837
H -3.37318 -4.06597 4.36171
H -4.17177 -5.18326 2.21171
H -4.07607 -5.31859 -0.23385
H -3.14031 -4.42649 -2.42515
H -1.76796 -2.70294 -3.58525
H -0.58547 -0.98920 -2.23045
C 5.01012 -1.35172 -0.57216
C 4.29498 -1.92430 -1.79005
C 3.04333 -1.12676 -2.23367
C 2.48557 -1.72750 -3.54606
C 1.57620 -0.79095 -4.33831
C 3.48616 0.30177 -2.45503
O 4.21569 0.62528 -3.35562
N 3.06248 1.23761 -1.52076
C 2.05420 1.07599 -0.59457
O 1.70988 1.98906 0.12724
N 1.41787 -0.15937 -0.56620
C 1.98023 -1.27142 -1.15546
O 1.57918 -2.37402 -0.81161
H 5.80451 -2.02420 -0.25174
H 4.33117 -1.21617 0.27512
H 5.47014 -0.38646 -0.79073
H 3.96504 -2.94551 -1.59664
H 4.97479 -1.94376 -2.64138
H 1.95085 -2.63840 -3.27254
H 3.32906 -2.02649 -4.16713
H 0.72146 -0.44388 -3.74374
H 1.17942 -1.30359 -5.21477
H 2.11774 0.08566 -4.69046
H 3.46763 2.16212 -1.58809
C -2.43946 1.70169 -2.38361
C -3.10473 3.01730 -3.07537
N -2.79848 4.11940 -2.22217
C -1.39581 4.36876 -2.13594
C -0.73286 3.04595 -1.45188
N -1.79701 2.13084 -1.17804
C -2.74082 2.67003 -0.24744
C -3.39883 3.99064 -0.93297
H -1.71192 1.27320 -3.07170
H -3.21740 0.97271 -2.16560
H -4.18094 2.88646 -3.15749
H -2.67709 3.16892 -4.06336
H -1.20305 5.23570 -1.50928
H -0.96920 4.52605 -3.12360
H -0.21738 3.31639 -0.53441
H -0.02170 2.60144 -2.14572
H -2.24601 2.93686 0.67854
H -3.52094 1.94057 -0.03904
H -3.17645 4.86234 -0.32254
H -4.47529 3.86539 -1.02009
*
```

***

A structure of composition C32H43BCl5N6O2V in a non-equilibrium geometry. Source: the Open Molecules 2025 dataset; level of theory: ωB97M-V with the def2-TZVPD basis set.

Values from the calculation:
<S²>: 2.015
Kohn-Sham gap (spin up / spin down): 8.00 / 8.65 eV
Electronic energy: -135897.815 eV

```
! RIJCOSX wB97M-V def2-TZVPD def2/J DEFGRID3
* xyz 0 3
V 0.40411 0.28152 0.43783
C -4.10025 -2.35960 -1.23945
C -3.10360 -1.83846 -0.19898
C -3.14881 -2.07831 1.16603
C -1.92796 -1.58991 1.71824
N -1.33412 -0.91087 0.76960
N -2.02898 -1.06848 -0.41465
B -1.63311 -0.25875 -1.68241
N -1.49576 1.19100 -1.37671
N -0.35625 1.81875 -0.91823
C -0.59608 3.16329 -1.04233
C -1.90623 3.33960 -1.47437
C -2.46458 2.08602 -1.71021
C -3.85627 1.87868 -2.11139
C 0.42874 4.19218 -0.71743
C 0.08729 4.96302 0.56306
C 1.78375 3.44808 -0.43539
C 0.55176 5.18226 -1.90603
N -0.34675 -0.86217 -2.28551
N 0.81330 -0.65902 -1.60533
C 1.79275 -1.05953 -2.46229
C 1.17346 -1.64105 -3.61143
C -0.15708 -1.45260 -3.47960
C -1.32031 -1.88464 -4.28878
C 3.28843 -1.00411 -2.30780
C 3.77410 -2.32612 -1.82371
C 3.87416 -0.77915 -3.69181
C 3.76074 0.09227 -1.34224
C -1.62053 -1.79971 3.23712
C -2.77163 -1.14213 4.05676
C -0.29219 -1.23572 3.81986
C -1.52542 -3.32900 3.33972
H -5.04145 -2.57120 -0.78979
H -4.21578 -1.65327 -2.05088
H -3.72299 -3.31097 -1.71063
H -3.89945 -2.69705 1.55958
H -2.53547 -0.50543 -2.45301
H -2.40298 4.29925 -1.55758
H -4.53720 2.68867 -1.96860
H -3.93386 1.57886 -3.16837
H -4.29170 1.03142 -1.58841
H 0.06281 4.23916 1.41921
H 0.93117 5.59269 0.78116
H -0.83912 5.62525 0.53456
H 1.71691 2.95993 0.56909
H 2.11383 2.77151 -1.23661
H 2.59492 4.19494 -0.41129
H -0.41528 5.59050 -2.19996
H 1.18713 6.07497 -1.62674
H 0.86570 4.67352 -2.83481
H 1.69274 -2.16161 -4.41235
H -0.95082 -2.38645 -5.22543
H -2.02763 -2.52790 -3.82674
H -1.92885 -1.01853 -4.64331
H 3.47269 -3.13705 -2.49677
H 4.87205 -2.37755 -1.71607
H 3.41101 -2.54572 -0.85362
H 3.77053 -1.59654 -4.44614
H 3.42894 0.11076 -4.15126
H 4.96773 -0.50456 -3.57984
H 3.26738 0.02159 -0.37323
H 4.82648 0.07162 -1.15225
H 3.56098 1.07049 -1.84112
H -2.75274 -0.07077 3.96254
H -3.75093 -1.44390 3.71857
H -2.70385 -1.44555 5.07682
H -0.29762 -0.16170 3.73490
H -0.41993 -1.48614 4.88915
H 0.59196 -1.71261 3.33923
H -2.34660 -3.74204 2.76260
H -0.51697 -3.69248 3.06116
H -1.76108 -3.57511 4.41726
Cl 2.95362 0.96307 1.86558
C 2.72556 -0.76604 1.90164
C 1.61458 -1.23850 1.18267
C 1.46138 -2.65331 1.22269
Cl 0.28626 -3.41992 0.22065
C 2.20728 -3.46770 2.05103
Cl 1.92672 -5.17680 2.11983
C 3.26478 -2.90663 2.85152
Cl 4.15352 -3.97373 3.87813
C 3.54221 -1.56754 2.72607
Cl 4.92605 -0.95804 3.54844
C -0.90890 2.68261 3.69422
C -1.13900 1.97128 2.37265
O -2.21269 1.90669 1.83433
O -0.02937 1.46586 1.86769
H -1.65472 3.45332 3.85831
H 0.08754 3.11032 3.78009
H -0.99417 1.94671 4.53133
*
```

***

The molecule C6H7N3O3S in a non-equilibrium geometry. Source: the Open Molecules 2025 dataset; level of theory: ωB97M-V with the def2-TZVPD basis set.

Values from the calculation:
Kohn-Sham gap (spin up / spin down): 8.56 / 8.56 eV
Electronic energy: -27779.341 eV

```
! RIJCOSX wB97M-V def2-TZVPD def2/J DEFGRID3
* xyz 0 1
C -1.03366 -2.23072 0.02660
C -0.93664 -0.85653 -0.07952
C -0.31003 0.27180 -0.34979
C -0.94134 1.63030 -0.15654
C 2.17994 -1.25361 0.68435
C 1.96759 -0.63389 -0.67998
N -0.98926 -3.40190 0.08398
N -2.20266 1.78692 0.09867
N -0.17475 2.66830 -0.27901
O -4.02323 0.26647 -0.60322
O -3.31971 0.23047 1.78270
O 1.01795 0.44751 -0.65834
S -3.01168 0.39518 0.39211
H 2.50210 -2.26286 0.66069
H 2.89134 -0.66168 1.25305
H 1.21989 -1.11421 1.22892
H 1.78713 -1.29158 -1.56712
H 3.08364 -0.12289 -0.97804
H 0.73766 2.44944 -0.58251
H -0.44427 3.68348 -0.27700
*
```

***

The molecule C4H7NO. Source: the Open Molecules 2025 dataset; level of theory: ωB97M-V with the def2-TZVPD basis set.

Values from the calculation:
Kohn-Sham gap: 10.24 eV
SMILES: CCC=C=NO
Electronic energy: -7796.105 eV

```
! RIJCOSX wB97M-V def2-TZVPD def2/J DEFGRID3
* xyz 0 1
C -0.61709 1.06614 0.67386
C 0.65875 0.42110 1.19757
C 1.09809 -0.72126 0.30726
C 0.31436 -1.13862 -0.65354
N -0.60408 -1.47930 -1.41179
O -0.63804 -0.75785 -2.61492
H -0.82426 2.00807 1.18334
H -1.47459 0.39801 0.80892
H -0.50429 1.26170 -0.39402
H 1.45350 1.17672 1.23828
H 0.51710 0.05300 2.22273
H 2.06656 -1.18619 0.46064
H -1.44601 -1.10152 -3.01834
*
```

***

A structure of composition C22H37N8O5S4Y. Source: the Open Molecules 2025 dataset; level of theory: ωB97M-V with the def2-TZVPD basis set.

Values from the calculation:
Kohn-Sham gap: 6.33 eV
Electronic energy: -89965.522 eV

```
! RIJCOSX wB97M-V def2-TZVPD def2/J DEFGRID3
* xyz -2 1
Y 0.27088 -0.93590 1.29958
C 5.83593 1.94246 -0.32853
C 5.18643 0.98732 0.63470
C 5.11115 1.28901 1.99125
C 4.44548 0.45613 2.87682
C 3.84274 -0.70147 2.40591
C 3.92615 -1.03151 1.05980
C 4.59714 -0.19017 0.18610
S 2.81595 -1.69153 3.47442
O 2.78795 -3.00619 2.87155
O 3.37162 -1.56253 4.80756
N 1.36893 -1.06235 3.35400
C 1.07593 0.08983 4.20758
C -0.36035 0.58233 3.99533
O -0.82098 1.40647 4.78454
O -0.98258 0.09666 2.98051
H 6.72546 2.40245 0.10722
H 5.13888 2.73754 -0.60063
H 6.12516 1.43571 -1.25005
H 5.56408 2.20470 2.35628
H 4.38896 0.69179 3.93176
H 3.44384 -1.93372 0.70425
H 4.63758 -0.43918 -0.86882
H 1.72646 0.95094 3.99526
H 1.19716 -0.14689 5.26601
S 1.33034 1.64978 0.93268
C 1.08572 1.94032 -0.76826
C 1.94664 2.92512 -1.36047
N 2.64267 3.72925 -1.80758
C 0.13881 1.34029 -1.54642
S -1.02009 0.15997 -1.01292
C 0.02397 1.71106 -2.92966
N -0.08310 1.96569 -4.05014
N -1.93874 -2.09502 1.60883
H -2.56428 -2.08356 0.80665
H -2.33900 -1.48807 2.31978
H -1.88910 -3.03864 1.97310
N -3.02430 2.59572 3.03174
N -2.60475 2.26438 1.69485
H -2.36159 2.19004 3.69667
H -3.90514 2.11620 3.17181
H -2.12608 1.36679 1.70900
H -1.88407 2.93144 1.44007
C -0.26210 -4.01978 -1.34777
C 1.08422 -3.55875 -0.77835
C 2.00350 -3.13860 -1.93144
C 1.73210 -4.69030 0.02408
O 0.87403 -2.46460 0.04269
H -0.14561 -4.86107 -2.03812
H -0.73621 -3.18707 -1.87125
H -0.91920 -4.32955 -0.53075
H 2.17265 -3.95737 -2.63765
H 2.96862 -2.81660 -1.53297
H 1.55348 -2.29578 -2.45947
H 1.95128 -5.55654 -0.60881
H 1.06450 -5.00053 0.83093
H 2.65390 -4.33715 0.48842
C -4.13459 -0.01435 -4.78312
C -3.81842 0.69819 -3.48191
N -4.82373 0.32398 -2.47115
C -4.60280 0.54384 -1.12347
S -4.87779 -0.72402 -0.03265
N -4.23727 1.74557 -0.70780
C -4.23439 2.99001 -1.45498
C -2.83430 3.52786 -1.72696
H -3.39078 0.24453 -5.53661
H -5.12365 0.26235 -5.15497
H -4.10985 -1.09863 -4.64891
H -3.83209 1.77171 -3.64914
H -2.81543 0.43691 -3.13310
H -5.08854 -0.64688 -2.57046
H -3.89229 1.82973 0.26171
H -4.78339 3.71671 -0.84890
H -4.80639 2.85111 -2.37239
H -2.30522 3.69514 -0.78860
H -2.89061 4.47689 -2.26561
H -2.24146 2.83038 -2.31257
*
```

***

The molecule C5H9N3 in a non-equilibrium geometry. Source: the Open Molecules 2025 dataset; level of theory: ωB97M-V with the def2-TZVPD basis set.

Values from the calculation:
Kohn-Sham gap: 9.77 eV
SMILES: C[C@@]12C=NN[C@H]1CN2
Electronic energy: -9796.711 eV

```
! RIJCOSX wB97M-V def2-TZVPD def2/J DEFGRID3
* xyz 0 1
C -0.25944 1.40957 0.90091
C -0.21603 0.53324 -0.30090
C 1.20878 0.73460 -0.71038
N 1.95425 -0.20651 -0.20093
N 1.15866 -1.07032 0.54702
C -0.16353 -0.90151 -0.01255
C -1.65794 -0.82282 0.31452
N -1.64553 0.28483 -0.73669
H 0.70290 1.53160 1.47677
H -1.08189 1.21680 1.59987
H -0.56975 2.46228 0.43188
H 1.78429 1.56023 -1.07213
H 1.49739 -1.97761 0.65287
H -0.23275 -1.31601 -1.06504
H -2.23424 -1.66721 -0.01359
H -1.82584 -0.49719 1.30177
H -1.78280 -0.08737 -1.72774
*
```

***

For the records above, the corresponding relative energy (zero: lowest compared OMol25 entry of this formula, charge and spin) values read 0.00; 24.79; 24.73; 81.62; 14.88; 109.67 kcal/mol.